# 1
An isolated molecule of C3H4N2O2 in a non-equilibrium geometry, computed with ωB97M-V with the def2-TZVPD basis set.

Geometry as XYZ:
```
11
Properties=species:S:1:pos:R:3:forces:R:3:mulliken_charge:R:1
H -0.153057 -2.655400 0.066373 0.22 -0.08 0.14 0.244
N -0.469334 -1.699808 -0.024739 -0.08 -0.42 -0.95 -0.584
C 0.429267 -0.858646 -0.191069 -1.86 5.11 1.69 0.707
O 0.128762 0.579096 -0.251676 -1.42 -3.13 -0.63 -0.348
C -1.259797 0.909917 -0.064112 -0.26 -0.88 -0.31 -0.636
O 1.739316 -0.949117 -0.009799 3.80 1.17 1.04 -0.281
C 2.421237 0.303223 0.355642 -3.55 -0.90 -2.35 0.258
N 2.057105 1.424954 0.190462 2.36 -1.28 1.17 -0.182
H -1.441005 1.927499 -0.384143 0.41 0.21 0.05 0.260
H -1.903594 0.253559 -0.662759 0.26 0.07 0.05 0.273
H -1.548901 0.764723 0.975820 0.14 0.12 0.09 0.290
```
Forces are in eV/Å.

Total charge: 0
HOMO-LUMO gap: 9.56 eV
Electronic energy: -376.567256 a.u.
SMILES: [H]/N=C(/OC)OC#N
Energy relative to the best compared isomer or geometry (same formula, charge and spin): 516.02 kJ/mol

***

# 2
A structure of composition C11H25ClFNO7P3Tl in a non-equilibrium geometry, computed with ωB97M-V with the def2-TZVPD basis set.

Geometry as XYZ:
```
50
Properties=species:S:1:pos:R:3:forces:R:3:mulliken_charge:R:1
C 4.600322 -0.924049 0.245198 0.23 -0.21 -0.54 -1.187
C 3.842039 -1.755892 -0.778971 0.15 0.31 0.30 -0.678
C 2.324648 -1.669577 -0.647420 0.14 -0.26 0.09 -0.641
C 1.792758 -0.248689 -0.512756 -0.21 -0.26 -0.83 0.439
C 1.923368 0.399681 -1.890739 0.29 -0.05 0.20 -1.797
P 0.031324 -0.159338 0.171088 1.28 4.24 1.65 1.137
C 0.234115 1.360198 1.292732 0.32 0.42 -0.53 -0.304
F 1.199343 0.978137 2.243859 -0.08 -0.33 0.10 -0.399
C 0.692494 2.648375 0.656839 -0.24 0.35 0.23 -0.619
C -0.431426 3.487185 0.058927 0.69 -0.26 -0.35 -1.175
P 0.556783 -1.373829 2.153009 2.73 0.79 2.08 0.043
O 0.250929 -3.139295 1.776247 0.06 0.60 1.65 -0.609
O -0.686946 -1.075186 3.152194 0.02 -0.94 -0.74 -0.346
O -1.664336 -0.357370 0.767866 -0.32 -0.82 -0.29 -0.562
C -2.575452 0.417668 0.019621 -0.29 0.70 -0.81 0.477
C -4.051175 0.149804 0.181759 0.07 -0.53 0.38 -0.582
O -4.621107 0.702186 1.356510 -0.41 0.30 -0.31 -0.298
N -3.680525 0.840551 2.411827 0.52 0.00 0.25 0.394
O -4.136864 1.411009 3.303942 -0.18 -0.09 -0.01 -0.373
C -1.983540 0.385998 -1.400668 -1.35 -0.95 0.72 -0.755
P -2.232885 -1.181357 -2.487285 1.63 0.53 -1.50 0.420
O -3.515509 -0.856231 -3.373020 -0.19 0.25 1.27 -0.428
Cl -2.977765 -2.830170 -1.157651 -1.64 -0.56 -0.02 -0.232
O -0.626477 0.614610 -1.189191 -0.19 -1.08 -0.23 -0.372
H 4.595046 0.119977 -0.034892 -0.17 0.43 0.20 0.296
H 5.639607 -1.213346 0.204098 0.35 -0.10 0.16 0.452
H 4.251710 -1.064402 1.260387 -0.15 0.05 0.26 0.276
H 4.128295 -1.439865 -1.770628 0.13 0.10 -0.36 0.381
H 4.168619 -2.783068 -0.704418 -0.15 -0.42 0.01 0.501
H 2.045566 -2.338643 0.171352 -0.12 0.11 0.27 -0.164
H 1.891103 -2.094447 -1.549114 -0.22 -0.25 -0.19 0.447
H 2.393402 0.363458 0.145602 0.02 -0.12 0.72 0.558
H 1.347870 -0.123199 -2.637332 -0.39 0.02 -0.27 0.370
H 1.722913 1.458658 -1.886129 -0.31 0.22 -0.14 0.311
H 2.956094 0.286566 -2.188708 0.39 0.03 -0.06 0.563
H -0.060850 -1.551186 -0.545372 0.67 -0.54 -1.60 0.130
H -0.675730 1.567872 1.841439 -0.30 -0.25 0.20 0.811
H 1.083494 3.237026 1.478559 0.24 -0.01 0.38 0.603
H 1.520402 2.533222 -0.028288 0.15 -0.19 -0.26 0.121
H -0.045042 4.487339 -0.058025 -0.12 0.44 0.05 0.501
H -0.678100 3.157233 -0.940687 -0.39 -0.18 -0.19 0.188
H -1.292255 3.508325 0.713066 -0.32 0.11 0.08 0.297
H 1.104265 -3.611301 1.732283 -0.19 -0.23 -0.28 0.407
H -1.316077 -1.813343 3.242561 -0.02 0.41 0.52 0.335
H -2.471696 1.471629 0.273256 0.35 0.17 0.52 0.100
H -4.306999 -0.902581 0.136182 -0.01 -0.28 -0.01 0.306
H -4.544870 0.646582 -0.645806 -0.24 0.22 -0.18 0.336
H -2.470778 1.136548 -2.017302 0.35 0.51 -0.19 0.761
H -4.152294 -0.288878 -2.897830 -0.27 -0.10 -0.64 0.395
Tl -1.097810 -2.574594 0.351830 -2.30 -2.32 -1.77 1.165
```
Forces are in eV/Å.

Total charge: +2
HOMO-LUMO gap: 5.16 eV
Electronic energy: -2771.302654 a.u.

***

# 3
A cluster of 2 separate species, C2H5F3N3OP in total in a non-equilibrium geometry, computed with ωB97M-V with the def2-TZVPD basis set.

Geometry as XYZ:
```
15
Properties=species:S:1:pos:R:3:forces:R:3:mulliken_charge:R:1
C -0.137577 -0.999807 0.769904 2.32 1.85 -3.15 -0.051
C -0.466689 -1.574042 -0.684791 -1.86 -2.57 0.56 0.732
N -1.482377 2.686100 -3.126639 0.64 2.34 -0.50 -0.342
N -0.488418 -1.790306 1.851784 -0.83 -0.48 1.86 -0.539
N -0.355707 1.243897 -0.129261 0.11 1.21 -0.72 -0.333
O -0.713672 0.365735 0.813125 -0.04 -1.66 0.76 -0.191
F -1.822184 -1.678135 -0.900720 1.10 0.60 0.07 -0.265
F 0.075067 -0.955836 -1.767136 -0.23 -0.72 1.60 -0.203
F -0.043756 -2.899837 -0.686830 0.07 1.65 -0.31 -0.279
P -1.779606 1.279711 -2.696963 0.30 -0.41 0.81 0.200
H 0.993294 -0.897949 0.472363 -1.30 0.08 1.82 0.250
H -0.987652 3.607874 -3.011898 -0.73 -1.87 0.11 0.287
H -1.507823 -2.046928 1.867435 1.60 0.49 0.09 0.266
H -0.098938 -1.601595 2.851850 -0.90 -0.10 -2.99 0.271
H 0.645398 1.110063 -0.365841 -0.26 -0.42 -0.01 0.199
```
Forces are in eV/Å.

Total charge: 0
HOMO-LUMO gap (alpha / beta): 8.90 / 6.33 eV
Electronic energy: -959.483762 a.u.
Energy relative to the best compared isomer or geometry (same formula, charge and spin): 379.61 kJ/mol

***

# 4
A structure of composition C14H20ClIN2O2PRhSe in a non-equilibrium geometry, computed with ωB97M-V with the def2-TZVPD basis set.

Geometry as XYZ:
```
43
Properties=species:S:1:pos:R:3:forces:R:3:mulliken_charge:R:1
C 0.073778 2.462590 2.403703 -0.11 -0.17 -0.79 -0.389
C -1.440298 2.362449 2.557079 0.75 2.58 6.07 0.532
H 0.536383 3.334066 2.902071 -0.85 -0.27 0.02 0.371
H 0.387708 2.485128 1.357024 -0.03 -0.12 0.42 -0.061
H 0.492742 1.570556 2.880104 0.01 0.06 0.00 0.356
O -1.963214 2.678269 3.630966 1.31 -0.78 -2.85 -0.429
I -2.872419 1.742012 1.275711 -1.06 -0.47 -2.10 0.384
Rh 2.268492 1.746178 -0.919594 1.34 -1.80 0.85 -0.141
P 2.171471 3.038956 -2.699283 -0.31 1.16 -1.72 1.017
C 0.789923 4.058570 -3.343347 0.13 -0.33 0.44 -1.263
C 3.357349 4.272555 -2.113798 -0.15 -0.33 -0.01 -1.251
H 3.296114 1.320907 -3.783184 0.02 0.16 -0.65 0.344
H 3.317215 2.834416 -4.811259 -0.10 -0.32 -0.01 0.389
H 1.819571 1.818882 -4.711511 0.45 0.05 0.13 0.355
C 2.717814 2.169106 -4.177876 0.30 -0.15 0.25 -1.085
H 4.050784 3.721714 -1.451662 0.15 0.71 -0.41 0.474
H 3.828178 4.710407 -2.997896 0.30 0.20 0.42 0.389
H 1.201990 4.757823 -4.087334 -0.18 -0.23 0.24 0.416
H 0.333970 4.602539 -2.506570 -0.01 0.00 -0.43 0.375
H 2.779214 5.016471 -1.541163 0.43 -0.15 -0.23 0.343
H 0.052282 3.392695 -3.812331 0.11 0.35 0.13 0.376
C 0.595954 2.385895 -0.730447 -2.90 0.58 0.04 -0.014
O -0.484054 2.784733 -0.948675 0.94 -0.28 0.32 -0.428
Cl 3.959166 0.097325 -0.927599 -0.56 0.41 0.03 -0.454
C -3.430433 -1.730683 1.902519 -0.29 0.05 0.03 -1.052
N -2.118553 -2.360794 1.888615 0.62 -0.43 -0.39 0.242
C -0.891398 -1.742590 1.688244 -0.49 -1.64 0.61 0.240
Se -0.469216 -0.161290 0.777227 -0.09 -0.86 0.53 0.142
N 0.047820 -2.726903 1.918729 -0.35 0.11 -0.15 -0.016
C -0.567555 -3.985892 1.994342 0.98 1.34 -1.34 0.611
C 0.029986 -5.168731 1.584174 -0.10 -0.97 0.35 -0.818
C -0.827649 -6.171831 1.114734 1.64 0.30 0.58 -0.441
C -2.196075 -5.937283 0.915395 -0.98 0.92 0.80 -0.565
C -2.772564 -4.713256 1.284351 -0.53 -0.91 0.06 -0.524
C -1.956132 -3.767705 1.901887 0.48 1.80 -1.10 0.617
H -3.333794 -0.673707 2.176890 -0.07 -0.66 -0.06 0.356
H -4.021064 -2.247652 2.660674 0.01 0.15 -0.03 0.361
H -3.933601 -1.846876 0.938091 0.13 0.14 0.04 0.348
H 1.059098 -2.568932 1.821877 -0.64 -0.16 -0.01 0.271
H 1.124223 -5.219756 1.606426 -0.50 -0.43 -0.08 0.379
H -0.401674 -7.142691 0.860032 -0.13 0.32 -0.14 0.405
H -2.808442 -6.732905 0.494816 0.09 0.34 -0.08 0.414
H -3.803087 -4.464765 1.027849 0.22 -0.26 0.22 0.421
```
Forces are in eV/Å.

Total charge: +2
HOMO-LUMO gap (alpha / beta): 4.98 / 3.51 eV
Electronic energy: -4415.951867 a.u.
Spin multiplicity: 5

***

# 5
A structure of composition C24H39N2O2P3SSn in a non-equilibrium geometry, computed with ωB97M-V with the def2-TZVPD basis set.

Geometry as XYZ:
```
72
Properties=species:S:1:pos:R:3:forces:R:3:mulliken_charge:R:1
P 2.639080 -0.481738 -0.336334 2.48 -0.93 0.26 1.209
C 3.381664 -0.757804 1.325584 -0.59 -0.06 1.19 -1.154
H 4.482604 -0.793299 1.214250 -0.53 0.18 -0.34 0.644
H 3.085383 -1.719298 1.776240 0.12 0.49 -0.30 0.330
H 3.158286 0.035110 2.050290 0.05 -0.14 -0.15 0.350
C 3.327468 -2.013961 -1.069760 -0.30 -0.81 -1.02 -1.262
H 3.347267 -2.010044 -2.167078 -0.05 0.12 0.25 0.420
H 2.787504 -2.924486 -0.745582 0.49 0.71 -0.30 0.262
H 4.374585 -2.134132 -0.730614 -0.47 0.39 -0.01 0.559
C 3.778127 0.832102 -0.839196 0.06 1.23 -0.85 -1.082
H 4.814235 0.434199 -0.826932 -0.61 -0.04 0.04 0.501
H 3.758077 1.688141 -0.137221 -0.07 -0.49 -0.20 0.451
H 3.599296 1.243424 -1.847466 0.00 -0.29 0.32 0.318
P -0.806984 2.859532 -0.806617 -1.03 2.28 -1.12 0.772
C -0.865151 3.937864 0.664012 0.41 -0.13 1.49 -1.240
H -1.388413 4.881535 0.391494 0.21 -0.73 -0.19 0.591
H 0.135981 4.230182 1.015668 -0.27 -0.13 -0.16 0.476
H -1.413435 3.510998 1.515994 0.11 0.13 -0.23 0.350
C 0.127194 4.035267 -1.844567 0.88 -0.07 -0.92 -1.316
H 0.056857 3.842403 -2.926245 -0.02 -0.14 0.42 0.370
H 1.201267 4.071466 -1.576418 -0.50 -0.11 -0.04 0.403
H -0.276965 5.057030 -1.681558 -0.01 -0.67 0.16 0.494
C -2.553442 3.093539 -1.292117 -0.88 -0.73 -0.50 -1.296
H -2.729419 4.174266 -1.473422 0.37 -0.49 0.13 0.493
H -3.249312 2.788754 -0.487557 0.42 0.14 -0.24 0.434
H -2.865410 2.556075 -2.204092 0.32 0.18 0.30 0.326
P -2.027977 -1.776206 -0.330258 -1.35 -2.35 0.13 1.305
C -2.852258 -2.070078 1.278367 0.00 0.64 1.30 -1.308
H -3.429650 -3.019325 1.215941 0.48 0.52 -0.36 0.582
H -3.578569 -1.282574 1.528714 0.22 -0.21 -0.13 0.484
H -2.164966 -2.179207 2.130685 -0.10 0.10 -0.29 0.227
C -3.558645 -1.741578 -1.308270 -0.51 0.64 -1.19 -1.111
H -4.244299 -2.536406 -0.943677 0.63 0.35 0.07 0.494
H -3.411405 -1.927759 -2.383617 0.11 0.14 0.38 0.398
H -4.101250 -0.780971 -1.203650 0.34 -0.40 0.01 0.409
C -1.402071 -3.490598 -0.519722 0.92 -0.63 -0.32 -1.300
H -2.254710 -4.187172 -0.523787 -0.02 0.47 -0.16 0.550
H -0.760539 -3.792964 0.332211 -0.86 0.31 -0.55 0.328
H -0.813414 -3.677461 -1.434367 -0.33 0.19 0.19 0.356
Sn -0.060657 0.176120 -0.452626 0.34 -1.11 -0.30 0.535
C 1.088894 1.559329 0.974652 2.58 2.86 3.22 -0.157
O 1.661122 2.207617 1.717816 -1.18 -1.57 -2.13 -0.055
C -1.743203 0.798112 0.978811 -3.62 1.47 3.19 -0.305
O -2.553207 1.111820 1.717517 1.74 -0.93 -2.22 -0.045
C -1.354236 -0.120394 -3.711827 0.30 0.41 -0.96 -0.681
C -0.703610 -1.337802 -3.646085 0.64 0.26 1.01 -0.554
C 0.691206 -1.387620 -3.499135 -0.58 -0.07 -0.92 -0.467
C 1.422944 -0.231914 -3.704821 -0.49 0.58 0.95 -0.588
C 0.778613 1.011689 -3.769447 0.34 -0.60 -0.86 -0.663
C -0.596180 1.042409 -3.913239 -0.22 -0.55 1.07 -0.615
H -2.421724 -0.064288 -3.826744 -0.29 -0.10 -0.20 0.563
H -1.232124 -2.249107 -3.785302 -0.55 -0.70 0.28 0.728
H 1.168185 -2.350058 -3.451820 0.23 -0.25 -0.19 0.648
H 2.467637 -0.272679 -3.893692 0.90 -0.07 0.26 0.743
H 1.375837 1.892644 -3.922883 0.09 0.26 -0.23 0.575
H -1.091399 1.919071 -4.253299 -0.37 0.84 0.11 0.752
N 1.086246 -2.831282 0.737872 -0.21 0.87 -1.07 0.219
C 0.666703 -2.062867 1.749353 0.36 -0.95 2.57 -0.509
N 0.228230 -0.826102 1.737108 -0.31 1.26 -2.09 1.319
C 0.032168 -0.234200 3.026735 0.85 -3.06 0.67 -0.180
C -0.322807 1.003178 3.471423 -0.53 1.78 -0.21 -0.492
C -0.427040 1.276896 4.825829 -0.05 0.26 0.50 -1.381
C -0.158630 0.303834 5.783411 -0.05 0.09 0.19 -0.768
C 0.224851 -0.959956 5.379322 0.07 -0.21 -0.29 -0.593
C 0.314530 -1.199356 4.014029 0.16 -0.44 0.40 0.983
S 0.834256 -2.749870 3.340694 -0.40 0.89 -0.19 -0.190
H 1.466456 -3.759524 0.895794 -0.18 0.20 0.02 0.246
H 0.887717 -2.543482 -0.221095 0.18 -0.59 0.56 -0.332
H -0.537608 1.841395 2.814463 0.07 -0.21 0.16 -0.003
H -0.719220 2.280363 5.155947 0.14 -0.43 -0.23 0.478
H -0.238612 0.527841 6.842834 -0.01 0.03 -0.16 0.486
H 0.458036 -1.746651 6.089104 -0.04 0.13 0.02 0.486
```
Forces are in eV/Å.

Total charge: +4
HOMO-LUMO gap: 4.17 eV
Electronic energy: -2832.834238 a.u.

***

# 6
A cluster of 2 separate species, C8H16N in total in a non-equilibrium geometry, computed with ωB97M-V with the def2-TZVPD basis set.

Geometry as XYZ:
```
25
Properties=species:S:1:pos:R:3:forces:R:3:mulliken_charge:R:1
C 1.369205 -2.411352 0.332922 -1.89 3.14 0.92 0.002
C 0.850892 -1.320405 0.556990 1.55 -2.72 -0.85 -1.038
C -1.663324 1.496237 0.153714 0.47 -1.65 1.31 -1.462
C -2.122069 -0.862324 1.026494 0.30 0.21 1.03 -1.387
C -1.386780 -0.578916 -1.351434 -0.33 0.72 1.05 -1.838
C 3.150346 0.585065 -0.301158 -1.31 -4.25 -2.50 -0.624
C 0.173732 -0.114816 0.637540 1.18 1.10 1.61 0.072
C -1.152309 -0.013335 0.041388 -3.53 1.32 -0.16 1.867
N 1.802064 1.138358 -0.277905 -0.69 1.09 -1.57 -0.483
H 1.568757 -3.422808 0.201629 0.71 -1.13 -0.22 0.447
H -2.056159 1.806357 -0.766064 -1.02 0.42 -1.13 0.402
H -0.835688 2.127656 0.339317 1.07 0.81 0.15 0.399
H -2.334111 1.663441 1.020069 0.10 -0.16 -0.83 0.316
H -1.662524 -1.812886 1.413973 -0.35 1.22 -0.01 0.320
H -3.150592 -1.135960 0.723412 0.82 0.16 -1.26 0.371
H -2.408385 -0.078100 1.736787 0.63 -0.98 1.00 0.392
H -2.406776 -0.833377 -1.579225 -0.50 0.02 0.43 0.418
H -0.823741 -1.438017 -1.396881 1.25 -2.18 -0.67 0.476
H -1.102008 0.096963 -2.091367 0.86 1.12 -1.34 0.483
H 3.523582 0.567454 -1.361629 -0.29 0.02 1.06 0.306
H 3.860951 1.048767 0.288415 1.07 0.98 1.51 0.330
H 3.002549 -0.552346 -0.024915 0.85 2.07 -0.31 0.075
H 0.343715 0.511191 1.577162 -0.27 -0.95 -1.35 0.515
H 1.824168 1.936475 0.315786 -0.36 0.68 0.95 0.320
H 1.634516 1.596681 -1.215021 -0.32 -1.05 1.19 0.322
```
Forces are in eV/Å.

Total charge: +1
HOMO-LUMO gap: 9.24 eV
Electronic energy: -368.757478 a.u.
Energy relative to the best compared isomer or geometry (same formula, charge and spin): 470.20 kJ/mol